(1)
C59H51N8O4RbS2 as an isolated structure, computed with the ωB97M-V functional and the def2-TZVPD basis.

Structure (XYZ):
```
125
Properties=species:S:1:pos:R:3:forces:R:3
Rb 0.62073 -0.00618 -0.04437 -0.1 0.0 0.7
N -2.78743 0.48624 4.58432 0.0 -0.1 0.1
C -1.80457 0.59238 5.54636 -0.1 0.1 0.0
C -1.84468 0.79321 6.92166 0.0 0.0 0.0
C -0.62552 0.85812 7.57335 0.0 0.0 0.0
C 0.58723 0.73556 6.87655 0.0 0.0 0.0
C 0.61839 0.54145 5.50932 0.0 0.0 0.0
C -0.60012 0.46267 4.83943 0.0 0.0 0.0
N -0.84884 0.26538 3.49329 0.0 0.0 0.1
C -2.14335 0.28382 3.38615 0.0 0.0 -0.1
C -2.87212 0.12606 2.13084 0.1 0.0 0.0
C -4.21793 0.17983 1.94243 -0.1 0.1 0.1
S -4.57809 0.04178 0.28119 0.0 -0.1 0.0
C -2.89286 -0.10038 -0.04849 0.0 -0.1 -0.1
N -2.13630 -0.05357 0.99418 0.0 0.0 -0.2
H -3.77967 0.50486 4.72744 0.0 0.0 0.0
H -2.77783 0.89762 7.46109 0.0 0.0 0.0
H -0.60679 1.01514 8.64473 0.0 0.0 0.0
H 1.51730 0.80554 7.42619 0.0 0.0 0.0
H 1.54109 0.46887 4.94853 0.0 0.0 0.0
H -4.99417 0.33988 2.67241 0.0 0.0 0.0
H -2.51272 -0.22110 -1.05628 0.0 0.0 0.0
C -3.22612 4.63930 -3.99051 0.0 0.0 0.0
C -1.80305 4.12784 -3.85214 0.0 0.0 0.1
C -1.00193 4.43428 -5.11404 0.0 0.0 0.0
O -1.83647 2.73990 -3.60922 0.0 0.1 0.0
C -0.75752 2.38628 -2.71545 0.0 0.1 0.0
C -0.31410 3.73808 -2.13991 0.0 0.0 0.0
O -1.21375 4.71085 -2.70959 0.0 0.0 0.0
C -0.26266 3.74859 -0.57894 -0.2 -0.1 0.1
O 0.27686 2.58728 -0.15632 0.3 0.0 -0.2
C -1.61986 3.85911 0.14040 0.1 0.0 0.1
C -2.86014 3.57258 -0.41047 -0.1 0.0 0.0
C -4.00440 3.52675 0.38755 0.0 0.0 -0.1
C -3.92690 3.75930 1.74931 0.0 0.0 0.1
C -2.68026 4.02202 2.31944 -0.1 0.0 0.0
C -1.55077 4.06516 1.52503 0.0 0.0 -0.1
C 0.62237 4.96556 -0.21888 0.0 0.0 -0.1
C 0.14858 6.26577 -0.08538 0.0 0.0 0.0
C 1.01674 7.31302 0.20552 0.0 0.0 0.0
C 2.37798 7.07338 0.34435 0.0 0.0 0.0
C 2.86004 5.77735 0.18660 0.0 0.0 0.0
C 1.98808 4.73357 -0.08349 0.0 0.0 0.0
C 0.31705 1.33196 -3.31361 0.1 0.1 0.0
O 0.12101 0.16172 -2.65937 0.0 -0.1 -0.2
C 0.01650 1.08393 -4.82080 0.0 0.0 0.0
C 0.88320 1.28678 -5.88768 0.0 0.0 0.0
C 0.53409 0.92114 -7.18961 0.0 0.0 0.0
C -0.69617 0.34862 -7.45027 0.0 0.0 0.0
C -1.57111 0.12344 -6.38783 0.0 0.0 0.0
C -1.21170 0.47406 -5.10187 0.0 0.0 0.0
C 1.78216 1.83976 -3.13730 0.0 0.1 0.0
C 2.65790 1.13291 -2.32067 0.1 0.1 0.0
C 3.97802 1.51607 -2.12322 0.0 0.0 0.0
C 4.47801 2.64993 -2.74473 0.0 0.0 0.0
C 3.62814 3.38418 -3.56000 0.0 0.0 0.0
C 2.31304 2.98006 -3.74730 0.0 0.0 0.0
H -3.70452 4.15798 -4.84427 0.0 0.0 0.0
H -3.21455 5.71837 -4.14856 0.0 0.0 0.0
H -3.79472 4.42165 -3.08905 0.0 0.0 0.0
H -1.43779 3.90896 -5.96522 0.0 0.0 0.0
H 0.02145 4.09307 -5.00696 0.0 0.0 0.0
H -0.99824 5.50967 -5.30287 0.0 0.0 0.0
H -1.18872 1.78865 -1.91682 -0.1 0.0 0.0
H 0.69954 3.98804 -2.45078 0.0 0.0 0.0
H -2.94368 3.35537 -1.46466 0.0 0.0 -0.1
H -4.96138 3.29585 -0.06938 0.0 0.0 0.0
H -4.81924 3.72317 2.36595 0.0 0.0 0.0
H -2.59091 4.17887 3.38950 0.0 0.0 0.0
H -0.57599 4.21967 1.97371 0.0 0.0 0.0
H -0.91231 6.45593 -0.20395 0.0 0.0 0.0
H 0.63027 8.32044 0.31770 0.0 0.0 0.0
H 3.05783 7.89069 0.56135 0.0 0.0 0.0
H 3.92583 5.58229 0.26441 -0.1 0.0 -0.1
H 2.32398 3.70826 -0.19334 0.0 0.0 0.0
H 1.86398 1.70823 -5.72330 0.0 0.0 0.0
H 1.24321 1.08007 -7.99448 0.0 0.0 0.0
H -0.96958 0.06362 -8.45992 0.0 0.0 0.0
H -2.53316 -0.34329 -6.56953 0.0 0.0 0.0
H -1.86384 0.26399 -4.26495 0.0 0.0 -0.1
H 2.32949 0.24683 -1.81590 -0.1 -0.1 -0.2
H 4.59375 0.90027 -1.47664 0.0 0.0 0.0
H 5.50752 2.95790 -2.60000 0.0 0.0 0.0
H 3.98179 4.28194 -4.05502 0.0 0.0 0.0
H 1.70033 3.59209 -4.39288 -0.1 0.0 0.0
N 5.82070 -1.55337 -6.74019 0.0 0.0 0.0
C 5.20120 -1.73050 -5.78636 -0.1 0.0 0.0
C 4.42654 -1.97637 -4.59865 0.1 0.0 0.0
C 3.08298 -1.61927 -4.54197 0.0 0.0 0.0
C 2.34437 -1.88533 -3.39921 -0.1 0.0 0.0
C 2.94923 -2.50332 -2.30615 0.0 0.0 0.1
C 4.30608 -2.82155 -2.35519 0.0 0.0 0.0
C 5.04204 -2.57394 -3.49635 0.0 0.0 0.0
C 2.16176 -2.81639 -1.08155 0.1 0.0 0.1
C 2.63334 -2.31737 0.15055 0.1 -0.1 -0.2
C 2.20069 -2.62480 1.47272 0.0 0.0 0.0
C 2.91350 -1.79457 2.30850 -0.1 0.0 0.0
C 3.74080 -1.01092 1.45928 0.1 0.0 -0.1
N 3.59565 -1.31166 0.18025 0.1 -0.1 0.1
C 1.00290 -3.57271 -1.25768 -0.2 -0.1 0.0
C 0.59853 -4.26906 -2.44414 0.1 0.1 0.0
C -0.58728 -4.88561 -2.14671 -0.1 0.0 0.1
C -0.87213 -4.52688 -0.79125 -0.1 -0.1 -0.1
N 0.05421 -3.76482 -0.25794 0.1 0.1 0.0
H 2.61475 -1.11551 -5.37857 0.0 0.0 0.0
H 1.31736 -1.52933 -3.32038 0.0 0.0 0.0
H 4.77419 -3.25927 -1.48372 0.0 0.0 0.0
H 6.09312 -2.82817 -3.54392 0.0 0.0 0.0
H 1.44518 -3.35003 1.72054 0.0 0.0 0.0
H 2.84578 -1.73353 3.38488 0.0 0.0 0.0
H 4.44366 -0.24941 1.77400 0.0 0.0 0.0
H 1.13946 -4.30544 -3.37618 0.0 0.0 0.0
H -1.19639 -5.49415 -2.79871 0.0 0.0 0.0
H -1.75241 -4.80715 -0.22352 0.0 0.0 0.0
C 4.80569 5.29283 3.13001 0.0 0.0 0.0
N 3.62482 4.48888 3.35323 0.0 0.0 0.0
C 3.44162 3.25529 2.79194 -0.1 0.1 -0.2
N 4.57531 2.63763 2.33925 0.0 0.0 0.0
S 1.94728 2.57554 2.64362 0.0 -0.1 0.3
H 4.68307 6.23933 3.65316 0.0 0.0 0.0
H 4.96991 5.51398 2.06910 0.1 0.0 0.1
H 5.69265 4.80362 3.53887 0.0 0.0 0.0
H 2.75096 4.97974 3.45652 0.0 0.0 0.0
H 5.34192 3.20478 2.01591 0.0 0.0 0.0
H 4.38096 1.82528 1.77412 0.0 0.0 0.0
```
Forces are in eV/Å.

As for the total charge: -2. As for the energy above the lowest of the compared OMol25 structures with the same formula, charge and spin: 127.0 kJ/mol. The value obtained for the gap between HOMO and LUMO is 0.2080 Eh. The total energy is -3838.4575 Ha.

=====

(2)
A 3-piece molecular cluster, C4H8Cl2N overall, computed with the ωB97M-V functional and the def2-TZVPD basis.

Structure (XYZ):
```
15
Properties=species:S:1:pos:R:3:forces:R:3
C -2.66391 1.83553 -0.39581 0.3 1.0 0.4
C -1.52221 1.17906 -0.34600 0.7 0.6 0.6
C 2.68524 1.09174 0.20162 1.6 -3.1 -1.2
C 2.19256 2.03356 0.70082 0.4 -0.9 -0.5
N 0.90100 -2.31441 0.08904 2.0 -0.4 -1.5
Cl -1.39528 -0.35960 0.49514 -0.4 0.0 0.1
Cl 3.47008 -0.28773 -0.38659 -0.5 1.1 0.3
H -2.68766 2.83565 -0.81109 0.4 0.0 -0.3
H -3.57106 1.65463 0.15295 -0.2 -1.0 -0.2
H -0.51074 1.60262 -0.51684 -1.0 -0.5 -0.5
H 1.73147 2.84328 1.04781 -1.5 2.8 1.3
H 1.74759 -1.89530 -0.34959 -0.6 0.0 -0.4
H 1.20182 -2.30477 1.05252 -0.8 -0.6 0.7
H 0.68889 -3.19836 -0.37624 0.6 -0.5 0.7
H 0.09432 -1.76605 -0.13229 -0.9 1.5 0.4
```
Forces are in eV/Å.

As for the total charge: +1. As for the energy above the lowest of the compared OMol25 structures with the same formula, charge and spin: 202.6 kJ/mol. The value obtained for the gap between HOMO and LUMO is 0.3604 Eh. The total energy is -1131.9706 Ha.

=====

(3)
One molecule with the formula C5H9NO, computed with the ωB97M-V functional and the def2-TZVPD basis.

Structure (XYZ):
```
16
Properties=species:S:1:pos:R:3:forces:R:3
C 1.46060 0.70584 -0.01388 0.0 0.0 0.0
C 0.14724 -0.06170 0.10691 0.1 0.0 0.1
C 0.23589 -1.20129 1.12863 0.0 -0.1 0.0
C -1.11700 0.85022 0.14596 0.0 0.2 0.2
N -1.38971 0.43469 -1.22872 -0.1 -0.1 -0.2
C -0.38873 -0.49830 -1.27457 0.1 -0.2 -0.2
O -0.07880 -1.34107 -2.08050 -0.1 0.3 0.3
H 2.26066 0.02663 -0.32770 -0.1 0.1 0.0
H 1.74108 1.14135 0.95239 -0.1 -0.1 -0.1
H 1.38564 1.51126 -0.75341 0.0 -0.1 0.1
H 1.14141 -1.12068 1.73713 -0.1 0.0 -0.1
H 0.27257 -2.16820 0.61864 0.0 0.1 0.0
H -0.61921 -1.21651 1.81005 0.1 0.0 -0.1
H -1.88039 0.52700 0.86317 0.1 0.0 -0.1
H -0.93048 1.92306 0.26065 0.0 -0.1 0.0
H -2.20936 0.54000 -1.81011 0.1 0.0 0.1
```
Forces are in eV/Å.

As for the energy above the lowest of the compared OMol25 structures with the same formula, charge and spin: 78.5 kJ/mol. Its SMILES is CC1(C)CNC1=O. The value obtained for the gap between HOMO and LUMO is 0.3849 Eh. The total energy is -325.9077 Ha.